ORCA calculation (wB97M-V/def2-TZVPD) on an isolated molecule of C14H17P at a distorted geometry.

Geometry (Å):
C (2.542, 1.718, 1.052)
C (3.571, 0.856, 0.608)
C (1.230, 1.381, 0.897)
C (3.231, -0.353, 0.189)
C (0.871, 0.126, 0.418)
C (1.911, -0.738, -0.016)
C (-3.518, 0.299, -0.068)
C (-3.102, 1.175, 0.997)
C (-2.736, -0.335, -0.951)
C (-1.771, 1.332, 1.344)
C (-1.206, -0.315, -0.969)
C (-0.520, -0.241, 0.364)
C (1.512, -2.060, -0.511)
C (-0.659, 0.919, -1.771)
P (-1.183, -1.354, 1.644)
H (2.738, 2.620, 1.454)
H (4.680, 1.001, 0.724)
H (0.526, 2.161, 1.254)
H (3.995, -1.061, 0.072)
H (-4.508, 0.234, -0.078)
H (-3.770, 1.878, 1.523)
H (-3.001, -0.933, -1.780)
H (-1.402, 2.004, 1.979)
H (-0.952, -1.207, -1.590)
H (0.903, -2.565, 0.253)
H (0.767, -1.858, -1.415)
H (2.325, -2.579, -0.828)
H (-0.604, 1.694, -1.073)
H (-1.219, 1.300, -2.606)
H (0.312, 0.808, -2.255)
H (-0.768, -0.378, 2.605)
H (-0.045, -2.136, 1.686)

Summary:
M   216.26 g mol⁻¹
Kohn-Sham gap   8.860 eV